Entry 1:
Below is a 2-piece molecular cluster, C29H25NO2S overall at a distorted geometry, with properties calculated with wB97M-V/def2-TZVPD.

Properties
**Largest force on an atom**: 1.64 eV/A
**LUMO level**: -2.39 eV
**Multiplicity**: 1
**Relative energy (zero: lowest compared OMol25 entry of this formula, charge and spin)**: 87.2 kJ/mol

Geometry (Å):
C1 -2.202 -1.377 -3.982
N1 -2.127 -0.486 -2.839
C2 -1.743 -0.834 -1.587
C3 -1.848 0.293 -0.729
C4 -1.492 0.273 0.611
C5 -1.607 1.408 1.486
C6 -1.046 2.655 1.122
C7 -1.200 3.775 1.927
C8 -1.933 3.686 3.120
C9 -2.487 2.458 3.511
C10 -2.287 1.323 2.733
C11 -2.443 1.367 -1.553
C12 -3.015 2.612 -1.314
C13 -3.548 3.344 -2.394
C14 -3.617 2.800 -3.686
C15 -3.118 1.513 -3.930
C16 -2.530 0.850 -2.866
H1 -2.615 -0.805 -4.818
H2 -1.202 -1.753 -4.246
H3 -2.861 -2.233 -3.770
H4 -1.419 -1.844 -1.344
H5 -1.216 -0.693 1.034
H6 -0.478 2.711 0.193
H7 -0.751 4.720 1.620
H8 -2.097 4.581 3.720
H9 -3.077 2.391 4.428
H10 -2.692 0.356 3.029
H11 -3.058 2.994 -0.301
H12 -3.934 4.348 -2.221
H13 -4.062 3.370 -4.499
H14 -3.186 1.029 -4.903
C17 0.956 -5.257 -1.828
C18 2.087 -5.431 -1.026
C19 2.752 -4.319 -0.499
C20 2.281 -3.034 -0.772
S1 3.171 -1.582 -0.166
C21 2.372 -1.081 1.275
C22 2.976 -0.173 2.177
C23 2.400 -0.028 3.478
C24 2.901 0.880 4.403
C25 4.007 1.683 4.075
C26 4.626 1.520 2.825
C27 4.142 0.610 1.900
O1 4.506 -2.079 0.104
O2 2.958 -0.620 -1.231
C28 1.169 -2.859 -1.601
C29 0.501 -3.966 -2.126
H15 0.424 -6.124 -2.215
H16 2.460 -6.431 -0.801
H17 3.637 -4.447 0.119
H18 1.521 -1.705 1.552
H19 1.559 -0.684 3.713
H20 2.442 0.972 5.390
H21 4.407 2.406 4.787
H22 5.513 2.102 2.565
H23 4.662 0.482 0.953
H24 0.832 -1.851 -1.835
H25 -0.372 -3.814 -2.765

Just the Löwdin charges please, in e? Sure, here they are:
1. C 0.0092
2. N -0.0611
3. C 0.0569
4. C -0.1183
5. C 0.0808
6. C -0.2168
7. C -0.0437
8. C -0.0664
9. C -0.0655
10. C -0.0746
11. C -0.0157
12. C -0.0853
13. C -0.0041
14. C -0.0609
15. C -0.0667
16. C -0.0053
17. C -0.1616
18. H 0.0772
19. H 0.1040
20. H 0.1088
21. H 0.1368
22. H 0.1293
23. H 0.1323
24. H 0.1122
25. H 0.1067
26. H 0.1084
27. H 0.1160
28. H 0.1057
29. H 0.1066
30. H 0.1073
31. H 0.1034
32. C -0.0894
33. C -0.0751
34. C -0.0482
35. C -0.2657
36. S 0.6406
37. C -0.2152
38. C -0.3010
39. C -0.0712
40. C -0.1174
41. C -0.1241
42. C -0.1074
43. C -0.0501
44. O -0.3339
45. O -0.3488
46. C -0.0861
47. C -0.0972
48. H 0.1001
49. H 0.1060
50. H 0.1145
51. H 0.0624
52. H 0.0979
53. H 0.0934
54. H 0.0865
55. H 0.0986
56. H 0.0981
57. H 0.0915
58. H 0.0857

=====

Entry 2:
Below is C29H26BrIrN3O2S4 as an isolated structure, with properties calculated with wB97M-V/def2-TZVPD.

Properties
**Largest force on an atom**: 0.89 eV/A
**LUMO level**: 2.39 eV
**Multiplicity**: 1
**Relative energy (zero: lowest compared OMol25 entry of this formula, charge and spin)**: 0.0 kJ/mol
**Net charge**: -1

Geometry (Å):
Ir1 -0.351 -0.505 0.632
C1 1.325 2.106 0.926
N1 -0.004 1.586 1.312
C2 -1.056 2.379 0.603
C3 -2.376 1.635 0.490
N2 -2.191 0.381 -0.260
C4 -2.068 0.656 -1.705
C5 -3.270 -0.591 -0.105
C6 -4.593 -0.186 -0.050
C7 -5.614 -1.124 0.002
C8 -5.296 -2.475 -0.023
C9 -3.973 -2.880 -0.084
C10 -2.932 -1.950 -0.122
S1 -1.252 -2.480 -0.189
C11 -0.232 1.713 2.760
C12 0.244 2.818 3.456
C13 -0.019 2.975 4.808
C14 -0.784 2.020 5.466
C15 -1.258 0.920 4.777
C16 -0.987 0.737 3.416
S2 -1.524 -0.717 2.610
H1 1.380 3.192 1.045
H2 1.509 1.854 -0.113
H3 2.082 1.626 1.544
H4 -0.662 2.641 -0.379
H5 -1.228 3.311 1.151
H6 -3.104 2.292 -0.003
H7 -2.750 1.386 1.482
H8 -2.982 1.134 -2.077
H9 -1.909 -0.282 -2.225
H10 -1.210 1.287 -1.905
H11 -4.837 0.870 -0.048
H12 -6.646 -0.801 0.060
H13 -6.082 -3.219 0.021
H14 -3.720 -3.933 -0.077
H15 0.829 3.570 2.945
H16 0.373 3.833 5.339
H17 -0.993 2.123 6.523
H18 -1.826 0.154 5.291
Br1 4.992 -3.581 3.466
C17 3.478 -2.717 2.687
C18 2.944 -3.199 1.507
C19 1.851 -2.552 0.947
C20 1.249 -1.419 1.521
C21 1.819 -0.997 2.730
C22 2.920 -1.619 3.310
H19 3.372 -4.071 1.028
H20 1.451 -2.960 0.026
H21 1.410 -0.148 3.262
H22 3.330 -1.250 4.241
O1 0.264 1.674 -5.610
S3 0.437 0.295 -5.237
O2 -0.200 -0.704 -6.049
N3 0.057 0.092 -3.656
C23 1.102 -0.185 -2.928
S4 1.270 -0.428 -1.254
C24 2.387 -0.305 -3.717
C25 3.665 -0.615 -3.278
C26 4.687 -0.668 -4.217
C27 4.440 -0.419 -5.565
C28 3.159 -0.110 -6.004
C29 2.159 -0.062 -5.055
H23 3.845 -0.812 -2.230
H24 5.692 -0.910 -3.896
H25 5.254 -0.469 -6.277
H26 2.950 0.082 -7.048

Just the Löwdin charges please, in e? Sure, here they are:
1. Ir 0.7023
2. C -0.0969
3. N -0.2584
4. C -0.1479
5. C -0.1919
6. N -0.2969
7. C -0.0745
8. C -0.3227
9. C -0.0381
10. C -0.1007
11. C -0.1036
12. C -0.1148
13. C -0.6077
14. S 0.5943
15. C -0.2913
16. C -0.0435
17. C -0.1001
18. C -0.1013
19. C -0.1131
20. C -0.5907
21. S 0.6972
22. H 0.0828
23. H 0.0297
24. H 0.0971
25. H 0.1167
26. H 0.1319
27. H 0.1236
28. H 0.1006
29. H 0.1028
30. H 0.0751
31. H 0.0599
32. H 0.1068
33. H 0.0918
34. H 0.0952
35. H 0.0977
36. H 0.1012
37. H 0.0931
38. H 0.0972
39. H 0.0992
40. Br 0.6542
41. C -0.7114
42. C -0.1456
43. C -0.1897
44. C -0.4203
45. C -0.1297
46. C -0.1477
47. H 0.0937
48. H 0.0459
49. H 0.0756
50. H 0.0922
51. O -0.3104
52. S 0.6285
53. O -0.3025
54. N -0.0954
55. C -0.7072
56. S 0.7511
57. C -0.2278
58. C -0.0375
59. C -0.0743
60. C -0.0831
61. C -0.0423
62. C -0.2284
63. H 0.0934
64. H 0.1006
65. H 0.0988
66. H 0.1173

=====

Entry 3:
Below is a 4-piece molecular cluster, C29H26BrO17P overall at a distorted geometry, with properties calculated with wB97M-V/def2-TZVPD.

Properties
**SMILES**: C[C@H](Br)CO[P@](=O)(O)OCC(=O)c1ccccc1.O=C1C=C(O)C(=O)C=C1O.O=C1C=C(O)C(=O)C=C1O.O=C1C=C(O)C(=O)C=C1O
**Largest force on an atom**: 2.87 eV/A
**LUMO level**: -1.65 eV
**Multiplicity**: 1

Geometry (Å):
C1 0.917 -1.093 2.965
C2 0.841 -0.651 1.456
Br1 2.064 -1.798 0.379
C3 1.154 0.871 1.190
O1 0.882 1.755 2.304
P1 -0.733 1.929 2.647
O2 -0.980 1.222 3.930
O3 -1.611 1.313 1.386
O4 -1.184 3.509 2.847
C4 -2.606 3.706 2.769
C5 -3.414 3.165 4.014
O5 -3.031 3.487 5.112
C6 -4.619 2.225 3.777
C7 -5.952 2.650 4.236
C8 -7.132 1.834 4.029
C9 -7.032 0.553 3.332
C10 -5.724 0.080 2.879
C11 -4.543 0.924 3.122
H1 1.291 -2.153 3.013
H2 1.496 -0.403 3.622
H3 -0.139 -1.148 3.356
H4 -0.185 -0.863 1.062
H5 2.261 0.948 0.993
H6 0.670 1.245 0.243
H7 -1.649 1.952 0.643
H8 -3.089 3.308 1.840
H9 -2.775 4.823 2.757
H10 -6.019 3.628 4.768
H11 -8.131 2.169 4.387
H12 -7.900 -0.109 3.114
H13 -5.593 -0.888 2.343
H14 -3.573 0.509 2.771
C12 2.755 -3.844 -4.544
C13 3.209 -2.979 -3.632
C14 3.062 -1.502 -3.816
O6 3.473 -0.749 -2.954
C15 2.427 -1.024 -5.045
C16 1.977 -1.890 -5.957
C17 2.100 -3.366 -5.759
O7 1.659 -4.123 -6.606
O8 1.391 -1.474 -7.096
O9 3.817 -3.396 -2.507
H15 2.852 -4.914 -4.424
H16 2.342 0.046 -5.175
H17 1.155 -2.289 -7.581
H18 4.047 -2.582 -2.018
C18 -0.755 6.737 5.229
C19 -0.242 7.605 6.108
C20 -0.301 9.081 5.875
O10 0.161 9.836 6.710
C21 -0.916 9.556 4.636
C22 -1.425 8.688 3.757
C23 -1.389 7.215 4.004
O11 -1.881 6.458 3.184
O12 -1.994 9.101 2.607
O13 0.349 7.191 7.242
H19 -0.721 5.667 5.386
H20 -0.937 10.624 4.470
H21 -2.281 8.287 2.151
H22 0.632 8.005 7.702
C24 3.841 -9.887 -6.124
C25 4.294 -9.021 -5.212
C26 4.147 -7.545 -5.398
O14 4.558 -6.788 -4.535
C27 3.514 -7.066 -6.624
C28 3.063 -7.931 -7.538
C29 3.185 -9.408 -7.340
O15 2.745 -10.161 -8.189
O16 2.478 -7.514 -8.675
O17 4.904 -9.436 -4.086
H23 3.939 -10.957 -6.001
H24 3.430 -5.996 -6.752
H25 2.243 -8.328 -9.161
H26 5.133 -8.622 -3.598

Just the Löwdin charges please, in e? Sure, here they are:
1. C -0.1388
2. C -0.6851
3. Br 0.6786
4. C -0.2782
5. O -0.1905
6. P 0.5346
7. O -0.2312
8. O -0.1374
9. O -0.1754
10. C -0.1589
11. C -0.3167
12. O 0.1174
13. C -0.1153
14. C -0.0239
15. C -0.0787
16. C -0.0802
17. C -0.0644
18. C -0.0202
19. H 0.0601
20. H 0.0889
21. H 0.0787
22. H 0.0810
23. H 0.1167
24. H 0.1223
25. H 0.1037
26. H 0.1198
27. H 0.1099
28. H 0.1126
29. H 0.0978
30. H 0.0958
31. H 0.0988
32. H 0.0881
33. C 0.0783
34. C -0.2230
35. C -0.3149
36. O 0.0945
37. C 0.0767
38. C -0.2299
39. C -0.3094
40. O 0.1006
41. O 0.1028
42. O 0.0928
43. H 0.1169
44. H 0.1357
45. H 0.1180
46. H 0.0961
47. C 0.0918
48. C -0.2247
49. C -0.3122
50. O 0.1155
51. C 0.0780
52. C -0.2258
53. C -0.2823
54. O 0.0816
55. O 0.1037
56. O 0.1131
57. H 0.1410
58. H 0.1372
59. H 0.1166
60. H 0.1198
61. C 0.0769
62. C -0.2291
63. C -0.3079
64. O 0.1022
65. C 0.0771
66. C -0.2237
67. C -0.3132
68. O 0.1122
69. O 0.1100
70. O 0.1049
71. H 0.1367
72. H 0.1181
73. H 0.1190
74. H 0.1186

=====

Entry 4:
Below is C29H26Cl3GeIN3O4Pd as an isolated structure, with properties calculated with wB97M-V/def2-TZVPD.

Properties
**Largest force on an atom**: 0.86 eV/A
**LUMO level (spin up / spin down)**: -1.75 / -2.18 eV
**Multiplicity**: 2
**Relative energy (zero: lowest compared OMol25 entry of this formula, charge and spin)**: 89.3 kJ/mol

Geometry (Å):
Pd1 -0.504 -0.181 0.445
C1 3.901 -0.140 -0.904
C2 3.632 -0.768 0.425
N1 4.623 -1.283 1.101
C3 4.385 -1.838 2.305
C4 3.156 -1.871 2.900
C5 3.024 -2.468 4.278
O1 2.081 -3.536 4.349
C6 2.041 -1.316 2.199
C7 0.773 -1.275 2.898
N2 -0.322 -0.715 2.509
C8 -1.435 -0.699 3.399
C9 -1.309 -0.928 4.774
C10 -2.410 -0.925 5.607
C11 -3.678 -0.675 5.103
C12 -3.828 -0.403 3.757
C13 -2.715 -0.405 2.931
I1 -3.007 0.130 0.937
C14 2.278 -0.792 0.919
O2 1.401 -0.314 0.083
H1 4.971 -0.156 -1.093
H2 3.532 0.887 -0.924
H3 3.378 -0.676 -1.695
H4 5.250 -2.258 2.807
H5 2.675 -1.724 4.999
H6 4.012 -2.795 4.613
H7 2.310 -4.189 3.678
H8 0.781 -1.774 3.856
H9 -0.336 -1.093 5.212
H10 -2.272 -1.109 6.663
H11 -4.541 -0.671 5.755
H12 -4.806 -0.181 3.351
C15 4.857 7.740 1.844
C16 3.468 7.283 2.195
C17 2.792 7.879 3.252
C18 1.518 7.465 3.609
C19 0.896 6.468 2.882
C20 1.553 5.862 1.812
N3 0.880 4.833 1.117
C21 0.512 4.878 -0.204
C22 0.650 6.057 -0.960
C23 0.275 6.095 -2.285
C24 -0.252 4.971 -2.916
C25 -0.399 3.812 -2.183
C26 -0.035 3.740 -0.840
C27 -0.235 2.462 -0.107
O3 -0.543 1.430 -0.837
O4 -0.084 2.368 1.119
C28 2.862 6.245 1.475
C29 3.624 5.548 0.383
H13 5.128 8.624 2.420
H14 4.944 7.985 0.784
H15 5.598 6.965 2.054
H16 3.276 8.676 3.805
H17 1.004 7.933 4.438
H18 -0.112 6.151 3.118
H19 0.560 4.015 1.619
H20 1.039 6.944 -0.480
H21 0.388 7.021 -2.836
H22 -0.544 5.005 -3.956
H23 -0.803 2.919 -2.643
H24 3.193 4.573 0.168
H25 4.667 5.408 0.668
H26 3.615 6.121 -0.548
Cl1 1.294 -2.718 -2.298
Ge1 -0.515 -1.886 -1.483
Cl2 -0.876 -3.184 0.298
Cl3 -2.098 -2.440 -2.842

Just the Löwdin charges please, in e? Sure, here they are:
1. Pd 0.6094
2. C -0.0175
3. C -0.2496
4. N 0.1280
5. C -0.0988
6. C -0.1551
7. C -0.2094
8. O -0.0609
9. C -0.0582
10. C -0.0484
11. N -0.0132
12. C -0.2848
13. C -0.0090
14. C -0.0620
15. C -0.0743
16. C -0.1481
17. C -0.5708
18. I 1.2522
19. C -0.2553
20. O -0.2297
21. H 0.0826
22. H 0.0877
23. H 0.0542
24. H 0.1125
25. H 0.1257
26. H 0.1182
27. H 0.1020
28. H 0.0990
29. H 0.1117
30. H 0.1125
31. H 0.1108
32. H 0.0973
33. C -0.0522
34. C -0.2331
35. C -0.0569
36. C -0.0864
37. C -0.0230
38. C -0.2081
39. N 0.0920
40. C -0.1865
41. C -0.0242
42. C -0.0823
43. C -0.0949
44. C -0.0313
45. C -0.0731
46. C -0.5841
47. O -0.2116
48. O -0.0246
49. C -0.1697
50. C -0.0304
51. H 0.0736
52. H 0.0832
53. H 0.0829
54. H 0.1055
55. H 0.1000
56. H 0.1125
57. H 0.1112
58. H 0.1132
59. H 0.1036
60. H 0.0967
61. H 0.1128
62. H 0.0785
63. H 0.0761
64. H 0.0898
65. Cl 0.1300
66. Ge -0.1707
67. Cl 0.0448
68. Cl 0.0781